Below is one molecule with the formula CH4N2Si at a distorted geometry, with properties calculated with wB97M-V/def2-TZVPD.

Geometry as ORCA input:
```
! wB97M-V def2-TZVPD RIJCOSX def2/J DEFGRID3
* xyz 0 1
N 1.4483 1.9900 1.2533
C 0.5610 1.3817 0.8696
N -0.6372 0.4937 0.3504
Si -0.0741 -0.8964 -0.5637
H -1.4660 0.9757 0.6857
H 1.0317 -1.6915 -0.1294
H 0.2756 -0.3718 -2.0525
H -1.1394 -1.8814 -0.4135
*
```

Calculated values
Largest force on an atom in eV/Å: 6.35
HOMO in eV: -10.52
LUMO in Eh: 0.016
DFT total energy in hartree: -439.44354
Structure (SMILES): N#CN[SiH3]
HOMO-LUMO gap in eV: 10.960
Energy relative to the best compared isomer or geometry (same formula, charge and spin) in kJ/mol: 142.7



Below is C10H12N2Tc as an isolated structure at a distorted geometry, with properties calculated with wB97M-V/def2-TZVPD.

Geometry as ORCA input:
```
! wB97M-V def2-TZVPD RIJCOSX def2/J DEFGRID3
* xyz 4 2
Tc 0.0241 -0.3057 -0.4270
C 0.5032 -1.3941 -2.4608
C 1.3903 -0.3272 -2.2134
C 0.8829 1.0026 -2.0017
C -0.5106 1.2423 -2.0413
C -1.3970 0.1422 -2.1503
C -0.8827 -1.1781 -2.3349
H 0.8899 -2.4003 -2.6164
H 2.4636 -0.4994 -2.1597
H 1.5687 1.8260 -1.8215
H -0.8955 2.2456 -1.8789
H -2.4679 0.3055 -2.0484
H -1.5743 -2.0171 -2.3826
C 0.2308 2.6025 2.3327
C 0.1073 1.2171 2.6477
N 0.0153 0.1189 1.7701
C -0.0795 -0.9591 2.5292
C -0.0510 -0.5684 3.9683
N 0.0625 0.7299 3.9655
H 0.2484 2.8083 1.2656
H 1.1420 3.0236 2.8210
H -0.5886 3.1773 2.8264
H -0.1679 -1.9851 2.1741
H -0.1101 -1.1964 4.8621
H 0.1118 1.3208 4.8104
*
```

Calculated values
Largest force on an atom in eV/Å: 1.45
HOMO (spin up / spin down) in eV: -25.01 / -24.74
LUMO (spin up / spin down) in Eh: -0.766 / -0.762
DFT total energy in hartree: -576.54736
HOMO-LUMO gap (spin up / spin down) in eV: 4.175 / 4.019
Energy relative to the best compared isomer or geometry (same formula, charge and spin) in kJ/mol: 0.0



Below is C27H43BrN2NiO2P2 as an isolated structure at a distorted geometry, with properties calculated with wB97M-V/def2-TZVPD.

Geometry as ORCA input:
```
! wB97M-V def2-TZVPD RIJCOSX def2/J DEFGRID3
* xyz 2 3
C -5.9194 -1.3642 2.3939
C -5.6556 -1.1896 1.0124
C -6.7377 -1.3386 0.1151
C -7.9667 -1.8041 0.5877
N -8.1624 -2.0317 1.8881
C -7.1985 -1.8072 2.7841
C -4.3428 -0.9908 0.4769
C -3.0323 -1.1004 0.7113
C -1.7860 -1.5046 1.1971
C -1.0146 -0.7682 2.1347
C 0.3769 -0.8491 2.1304
C 1.0382 -1.5980 1.1440
C 0.2819 -2.4820 0.3500
C -1.1000 -2.4268 0.3672
Ni -3.3787 -0.4732 -0.9389
P 1.0938 1.8439 0.0235
H -6.6166 -1.1430 -0.9487
H -5.1559 -1.2029 3.1513
H -8.8041 -1.9889 -0.0960
H -7.4299 -1.9771 3.8532
H -1.6806 -2.9840 -0.3783
H -1.5213 -0.0743 2.8000
H 0.7891 -3.2095 -0.2733
H 0.9696 -0.2680 2.8507
C 2.8126 2.2625 -0.5151
C 3.0542 3.6207 -1.1746
H 3.1207 1.4498 -1.1932
H 3.4247 2.1704 0.3968
H 4.1377 3.7603 -1.3010
H 2.6016 3.6887 -2.1731
H 2.6866 4.4569 -0.5659
C -0.0623 2.8091 -1.0452
C -1.3011 3.4203 -0.3812
H -0.3919 2.0664 -1.7897
H 0.5025 3.5692 -1.6068
H -2.0769 3.5461 -1.1502
H -1.7014 2.7669 0.4030
H -1.0951 4.4089 0.0499
C 0.9999 2.6572 1.6616
C 1.3960 4.1274 1.7411
H 1.6319 2.0594 2.3496
H -0.0433 2.5224 1.9932
H 1.1475 4.4902 2.7490
H 2.4776 4.2645 1.6041
H 0.8649 4.7649 1.0180
Br 2.8710 -1.3298 0.7836
P 0.8543 -1.2679 -3.8160
C 0.9930 0.5421 -3.4789
C 1.7477 1.2525 -4.6027
H 1.4923 0.6961 -2.5088
H -0.0227 0.9504 -3.3872
H 1.6621 2.3423 -4.4939
H 2.8097 0.9821 -4.6049
H 1.3394 0.9642 -5.5793
C 2.2646 -1.8892 -2.7768
C 2.9279 -3.1320 -3.3733
H 1.9008 -2.0870 -1.7599
H 3.0067 -1.0796 -2.6963
H 3.8182 -3.3970 -2.7892
H 2.2363 -3.9824 -3.3790
H 3.2407 -2.9516 -4.4088
C -0.6544 -1.7824 -2.9271
C -1.7775 -1.9622 -3.9494
H -0.8910 -1.0146 -2.1750
H -0.4595 -2.7147 -2.3839
H -2.6021 -2.5464 -3.5300
H -2.1774 -0.9883 -4.2488
H -1.4176 -2.4696 -4.8523
N 4.2303 -1.6515 5.3326
C 3.2459 -1.2000 4.3368
C 3.0037 0.2781 4.7297
O 3.7254 0.6839 5.6901
O 2.1287 0.8715 4.0659
H 4.3953 -0.7882 5.9195
H 5.0573 -1.9922 4.8628
H 3.8364 -2.4333 5.8624
H 3.6546 -1.2749 3.3282
H 2.3272 -1.7785 4.4026
*
```

Calculated values
Largest force on an atom in eV/Å: 5.26
HOMO (spin up / spin down) in eV: -13.14 / -13.13
LUMO (spin up / spin down) in Eh: -0.255 / -0.324
DFT total energy in hartree: -6078.87334
HOMO-LUMO gap (spin up / spin down) in eV: 6.187 / 4.311



Below is C19H48Cl9F3KO23P5S as an isolated structure at a distorted geometry, with properties calculated with wB97M-V/def2-TZVPD.

Geometry as ORCA input:
```
! wB97M-V def2-TZVPD RIJCOSX def2/J DEFGRID3
* xyz 0 1
K 14.2574 18.4341 -7.9443
C 18.2841 19.8719 -10.0459
F 18.0600 20.4533 -8.8689
F 18.3461 20.8408 -10.9553
F 19.4104 19.2270 -10.0291
S 16.8707 18.7056 -10.3899
O 15.6892 19.3741 -9.8707
O 16.8537 18.4473 -11.8073
O 17.2069 17.5110 -9.6206
C 10.2641 21.5158 -14.1297
O 11.6084 21.8672 -14.4049
P 12.7186 20.7753 -14.6257
O 13.9895 21.3382 -15.0718
O 12.6940 19.9242 -13.3074
C 13.9017 19.5343 -12.6091
O 12.0348 19.8336 -15.7093
C 12.8300 19.0796 -16.6149
H 9.8769 22.1896 -13.3674
H 10.1249 20.5011 -13.7477
H 9.6561 21.5947 -15.0306
H 14.2872 18.5658 -12.9379
H 13.6341 19.4094 -11.5643
H 14.6807 20.2828 -12.7277
H 13.2134 18.1699 -16.1522
H 13.6947 19.6659 -16.9549
H 12.2764 18.8895 -17.5310
C 16.3930 18.8178 -15.1722
O 17.2894 18.8822 -16.3177
P 18.7968 18.4572 -16.0746
O 19.0052 17.2636 -15.2741
O 19.3634 18.3715 -17.5292
C 18.9266 19.2961 -18.4927
O 19.5004 19.7824 -15.5513
C 19.6591 19.9613 -14.1355
H 15.9480 19.8042 -15.0326
H 16.9313 18.5033 -14.2877
H 15.5771 18.1339 -15.3998
H 18.4110 20.1463 -18.0493
H 18.2208 18.8081 -19.1708
H 19.7309 19.6673 -19.1254
H 18.8632 19.4729 -13.5662
H 19.5654 21.0153 -13.8863
H 20.6220 19.5463 -13.8522
C 18.3589 20.2775 -3.4662
O 17.5643 19.9635 -4.6116
P 17.1371 18.5011 -4.9530
O 16.1032 18.3258 -5.9704
O 18.4931 17.7789 -5.3419
C 18.9332 17.7885 -6.7272
O 16.7977 17.8576 -3.5632
C 16.4361 16.4757 -3.5589
H 17.8149 20.9377 -2.7877
H 19.2577 20.8090 -3.7755
H 18.6500 19.3993 -2.8905
H 18.0990 17.9098 -7.4188
H 19.3806 16.8147 -6.9234
H 19.6776 18.5682 -6.8921
H 17.1692 15.9433 -2.9657
H 16.4622 16.0474 -4.5624
H 15.4133 16.3842 -3.2122
C 16.8420 22.7741 -13.1080
O 15.8417 23.7428 -13.3565
P 15.1111 24.5093 -12.1830
O 15.9329 25.2673 -11.2632
O 14.0793 25.3073 -13.0167
C 13.2702 24.6951 -14.0360
O 14.2197 23.4094 -11.4564
C 14.7757 22.5337 -10.4613
H 17.3701 22.9508 -12.1694
H 17.5674 22.8103 -13.9205
H 16.4323 21.7582 -13.0704
H 13.5270 23.6465 -14.1874
H 13.4035 25.2855 -14.9340
H 12.2234 24.6830 -13.7273
H 15.8044 22.7705 -10.1997
H 14.7366 21.4793 -10.7673
H 14.0908 22.4771 -9.6072
C 16.2160 22.1520 -6.6635
O 14.9619 22.7588 -6.9690
P 13.5685 22.1708 -6.5115
O 13.4370 20.7184 -6.6218
O 13.3498 22.7402 -5.0490
C 14.1549 22.1836 -3.9806
O 12.5757 22.9941 -7.3859
C 12.6515 24.4642 -7.4699
H 16.6523 22.6592 -5.8016
H 16.8558 22.2471 -7.5360
H 16.1481 21.0911 -6.4207
H 14.6882 22.9811 -3.4686
H 14.8438 21.4169 -4.3407
H 13.4792 21.7009 -3.2721
H 12.0691 24.7362 -8.3415
H 13.6831 24.7944 -7.5626
H 12.2266 24.8939 -6.5620
C 16.9270 14.0352 -8.5399
Cl 15.7251 13.3537 -9.6194
Cl 17.9479 12.7605 -7.8441
Cl 16.1557 14.9811 -7.2620
H 17.5227 14.7205 -9.1276
C 20.5478 15.9683 -10.4921
Cl 20.2697 14.2658 -10.0778
Cl 20.8603 16.1730 -12.2014
Cl 21.9135 16.5697 -9.5254
H 19.6385 16.4881 -10.2188
C 16.4998 15.3739 -13.1764
Cl 14.9616 15.6306 -12.3264
Cl 16.1423 15.2366 -14.9308
Cl 17.2936 13.9015 -12.6522
H 17.0824 16.2728 -13.0193
*
```

Calculated values
Largest force on an atom in eV/Å: 1.94
HOMO in eV: -10.03
LUMO in Eh: -0.010
DFT total energy in hartree: -9630.07477
HOMO-LUMO gap in eV: 9.758



Below is a 2-piece molecular cluster, C3H6O2P2 overall at a distorted geometry, with properties calculated with wB97M-V/def2-TZVPD.

Geometry as ORCA input:
```
! wB97M-V def2-TZVPD RIJCOSX def2/J DEFGRID3
* xyz 0 1
C 1.5469 0.2967 0.7307
C 1.2018 -0.4445 -0.5749
C -0.1954 1.2251 -0.3573
O 0.8129 1.5338 0.5093
O -0.1851 -0.0659 -0.7146
P -2.6492 -1.1433 0.5310
P -3.6194 0.3228 -0.3783
H 1.1581 -0.1562 1.6826
H 2.5714 0.3763 0.8400
H 1.6689 0.1473 -1.3202
H 1.3427 -1.4634 -0.4462
H -1.1301 1.6825 -0.2198
H -2.5234 -2.3111 -0.2821
*
```

Calculated values
Largest force on an atom in eV/Å: 3.69
HOMO (spin up / spin down) in eV: -8.07 / -6.71
LUMO (spin up / spin down) in Eh: -0.023 / -0.044
DFT total energy in hartree: -950.90947
HOMO-LUMO gap (spin up / spin down) in eV: 7.433 / 5.524
Energy relative to the best compared isomer or geometry (same formula, charge and spin) in kJ/mol: 279.4